[1]
C2H3NO2S in the gas phase in a non-equilibrium geometry, computed with wB97M-V/def2-TZVPD.

```
9
Properties=species:S:1:pos:R:3:mulliken_charge:R:1
C -0.29839 0.43328 0.07571 0.554
C 1.10563 0.14462 0.48763 -0.240
N 0.54392 -0.88705 -0.44588 -0.509
O -2.41977 -0.99727 -0.11198 -0.428
O -1.04324 1.22608 -0.72667 -0.407
S -1.97099 0.25581 0.38486 0.392
H 2.14466 0.61609 0.24123 0.210
H 1.20576 -0.11107 1.47681 0.198
H 0.73241 -0.68049 -1.38171 0.231
```

Output
- HOMO: -0.3598 hartree
- E_LUMO: 0.3 eV
- Strongest force on any atom: 4.70 eV/A
- Orbital gap: 10.10 eV
- Energy relative to the best compared isomer or geometry (same formula, charge and spin): 112.2 kcal per mole



[2]
A molecular structure, CH5O2Sc in a non-equilibrium geometry, computed with wB97M-V/def2-TZVPD.

```
9
Properties=species:S:1:pos:R:3:mulliken_charge:R:1
O -0.11950 0.23452 0.28301 -0.467
H 0.44030 1.05349 0.01179 0.429
C -1.53531 0.44422 0.19756 -0.484
H -1.96494 -0.37284 -0.39190 0.274
H -1.96771 0.44023 1.20451 0.305
H -1.73439 1.39880 -0.30334 0.300
Sc 0.93128 -1.50850 0.09207 1.904
O 2.55706 -0.94855 -0.75502 -0.657
H 3.39321 -0.74138 -0.33868 0.397
```

Output
- HOMO: -0.8065 hartree
- E_LUMO: -11.9 eV
- Charge: +2
- Strongest force on any atom: 4.87 eV/A
- Orbital gap: 10.01 eV



[3]
C5H8N2 in the gas phase in a non-equilibrium geometry, computed with wB97M-V/def2-TZVPD.

```
15
Properties=species:S:1:pos:R:3:mulliken_charge:R:1
C -2.21756 -0.40651 0.01123 -0.776
N -0.85362 -0.07268 0.30254 -0.006
C -0.33291 1.15181 -0.03163 0.041
C 1.01957 1.22357 -0.09282 -0.566
C 1.84264 0.06317 0.25041 -0.604
C 1.23874 -1.25204 -0.13234 -0.128
N -0.05806 -1.36567 -0.24345 -0.516
H -2.43410 -0.82533 -1.06052 0.248
H -2.60909 -1.02406 0.76465 0.287
H -2.72580 0.57822 0.11149 0.347
H -0.98265 1.99517 -0.32151 0.305
H 1.43910 2.17840 -0.23301 0.369
H 2.82167 -0.04166 -0.17735 0.360
H 2.02943 -0.07797 1.27519 0.250
H 1.82265 -2.12440 -0.42288 0.390
```

Output
- HOMO: -0.2904 hartree
- E_LUMO: 1.1 eV
- Strongest force on any atom: 4.26 eV/A
- Orbital gap: 9.03 eV
- Energy relative to the best compared isomer or geometry (same formula, charge and spin): 66.3 kcal per mole
- Structure (SMILES): CN1C=CCC=N1



[4]
C15H14N4O3S in the gas phase in a non-equilibrium geometry, computed with wB97M-V/def2-TZVPD.

```
37
Properties=species:S:1:pos:R:3:mulliken_charge:R:1
C -0.17655 4.03015 -1.68085 -1.093
N 0.14969 2.87251 -0.87990 0.066
C 0.36460 3.14471 0.52195 -0.465
C 0.55206 1.86209 1.23863 0.186
N -0.12663 0.77228 1.06071 -0.214
C 0.46149 -0.09859 1.93615 0.131
C 0.04306 -1.48099 2.06448 0.649
C -1.13592 -1.91182 1.46071 -0.114
C -1.48263 -3.24637 1.59049 -0.558
N -0.75395 -4.12832 2.25303 -0.635
C 0.36111 -3.71241 2.83059 -0.390
C 0.81035 -2.40333 2.77278 -0.487
N 1.42589 0.45652 2.62089 -0.611
O 1.48735 1.73513 2.17852 -0.122
S 1.24130 1.75559 -1.53764 1.346
O 2.33084 1.57497 -0.62041 -0.656
O 1.53796 2.16146 -2.88033 -0.769
C 0.29777 0.23895 -1.62784 0.351
C -1.01123 0.27345 -2.06287 -0.347
C -1.70996 -0.91628 -2.18715 -0.736
C -1.09116 -2.11888 -1.88278 -0.484
C 0.22488 -2.13966 -1.44979 -0.555
C 0.92724 -0.95222 -1.32476 -0.214
H -1.21416 4.31697 -1.50091 0.326
H 0.47838 4.87934 -1.45971 0.375
H -0.04330 3.75197 -2.72276 0.376
H -0.52254 3.65475 0.91595 0.413
H 1.24981 3.77292 0.69876 0.316
H -1.74517 -1.21323 0.91110 0.548
H -2.38775 -3.63351 1.14113 0.429
H 0.91937 -4.47091 3.36337 0.397
H 1.72453 -2.09123 3.25023 0.470
H -1.46754 1.22282 -2.29104 0.366
H -2.73615 -0.90603 -2.52266 0.388
H -1.63726 -3.04518 -1.98031 0.437
H 0.70243 -3.07756 -1.21000 0.412
H 1.95178 -0.93006 -0.98778 0.467
```

Output
- HOMO: -0.3495 hartree
- E_LUMO: 0.1 eV
- Strongest force on any atom: 1.31 eV/A
- Orbital gap: 9.61 eV
- Energy relative to the best compared isomer or geometry (same formula, charge and spin): 63.1 kcal per mole
- Structure (SMILES): CN(Cc1nc(-c2ccncc2)no1)S(=O)(=O)c1ccccc1